1.
The following is a quantum chemistry calculation of a structure of composition C37H37N5O4S3Ti at a distorted geometry, from the Open Molecules 2025 dataset.

Calculated values
**Calculated total energy**: -110208.968 eV
**Orbital gap (alpha / beta)**: 6.568 / 3.692 eV
**Charge**: +3
**2S+1**: 2
**ΔE to the lowest compared entry with this formula, charge and spin**: 43.7 kcal per mole

Cartesian coordinates (Å):
1 C -0.775 -6.722 3.417
2 H -7.788 -2.046 -2.561
3 N -3.289 0.692 -0.551
4 C 0.269 1.963 5.333
5 H 2.235 -0.773 5.613
6 H 2.121 -0.682 3.182
7 O -0.428 0.886 -1.206
8 C -0.066 2.114 1.153
9 C 1.590 0.057 3.771
10 C 1.980 2.683 -1.580
11 H 0.126 -6.803 4.026
12 H -7.400 -0.482 -3.181
13 H 5.377 -1.570 -0.750
14 C 2.695 4.838 -2.427
15 H 3.034 2.099 1.641
16 C 0.446 4.571 -1.579
17 S -0.953 -1.253 0.888
18 H -2.606 2.327 -3.443
19 C -1.733 0.623 -3.969
20 H -0.535 4.985 -1.365
21 H 3.957 6.570 -2.355
22 H 5.455 2.194 1.304
23 O -1.444 -0.560 -3.498
24 C 2.726 -1.971 -0.530
25 C -0.762 0.044 -6.070
26 C 0.745 3.245 -1.282
27 H -3.719 0.214 0.235
28 H -1.625 -6.870 4.086
29 H 0.848 -2.955 -0.623
30 O -1.453 0.978 -5.169
31 C 1.404 0.056 0.911
32 S -4.687 -0.258 -2.977
33 H 2.176 1.637 -1.388
34 H -1.261 3.902 1.471
35 H 6.636 0.351 0.121
36 C -0.685 3.114 1.949
37 C -1.128 -5.246 1.398
38 H -0.244 2.706 5.934
39 C -0.957 -2.877 1.561
40 H 1.213 6.391 -2.394
41 H -1.506 -0.440 -6.692
42 C 0.972 0.959 5.925
43 H -0.440 -4.291 4.572
44 S -0.540 2.328 -0.553
45 H -6.057 -3.376 -1.729
46 C -0.851 -5.371 2.760
47 C 0.840 1.077 3.124
48 H -3.678 -3.446 -2.440
49 C -1.186 -4.004 0.787
50 C 4.866 -0.771 -0.226
51 C 1.651 0.003 5.132
52 H -1.018 3.850 3.910
53 H -0.545 -2.060 3.519
54 C -5.809 -1.519 -2.494
55 H -0.108 0.654 -6.677
56 H -0.197 -0.684 -5.502
57 C -0.646 -4.210 3.510
58 C 0.707 1.117 1.702
59 C 0.758 -1.074 0.476
60 C 3.545 1.287 1.133
61 C 2.801 0.170 0.672
62 H 3.438 6.135 -3.971
63 N -2.334 1.420 -3.095
64 C 4.891 1.344 0.936
65 H -0.773 -7.528 2.686
66 C 5.562 0.297 0.259
67 N -5.398 -2.625 -1.897
68 H -1.293 -6.139 0.805
69 H -3.904 1.457 -0.809
70 N -7.086 -1.342 -2.756
71 C 0.191 2.053 3.924
72 H 3.241 -2.740 -1.094
73 C 1.429 5.357 -2.150
74 C -0.547 3.088 3.299
75 H 3.918 3.073 -2.377
76 H 1.015 0.889 7.005
77 H 4.695 5.183 -3.169
78 H -1.384 -3.918 -0.275
79 N -4.033 -2.858 -1.695
80 C -0.705 -2.958 2.926
81 C 2.945 3.491 -2.148
82 C 3.468 -0.862 -0.036
83 C 3.763 5.721 -3.013
84 H -3.905 -3.325 -0.807
85 Ti -2.010 -0.052 -1.724
86 C 1.398 -2.089 -0.277
87 O -1.633 -1.441 -0.551

Forces on atoms 1 to 3 (eV/Å):
C 0.001 0.111 -0.001
H 0.023 0.003 -0.084
N -1.553 0.152 -0.229

2.
The following is a quantum chemistry calculation of a structure of composition C37H38AgNO3SSb2, from the Open Molecules 2025 dataset.

Calculated values
**Calculated total energy**: -74530.071 eV
**Orbital gap**: 7.054 eV
**Charge**: -2
**ΔE to the lowest compared entry with this formula, charge and spin**: 4.9 kcal per mole

Cartesian coordinates (Å):
1 C 3.763 0.205 -4.306
2 H -2.364 -4.506 0.837
3 C -5.487 -1.096 -3.960
4 H -4.373 0.560 0.486
5 C -5.552 0.290 -3.923
6 C -2.305 3.040 1.010
7 H 3.912 -1.007 2.568
8 C -1.979 -4.248 -0.150
9 C 1.887 -1.821 5.740
10 C -5.169 0.957 -2.772
11 H 1.865 -0.075 -3.348
12 C 3.697 -0.032 2.147
13 C 0.230 0.143 2.957
14 H 0.278 2.473 5.465
15 H -2.713 2.622 -3.079
16 C 3.599 2.352 2.351
17 H -4.989 -2.862 -2.863
18 C 3.148 0.057 0.876
19 C -4.707 0.286 -1.633
20 C -5.041 -1.778 -2.841
21 H -2.496 2.497 1.936
22 C 0.051 1.329 3.641
23 H 4.673 2.347 -1.242
24 C 3.051 2.442 1.077
25 H 4.311 1.044 3.901
26 C 4.420 1.740 -2.100
27 Sb -2.088 1.651 -0.605
28 C 1.103 -2.177 3.100
29 H 1.907 -4.138 3.272
30 Ag -0.166 -0.098 0.858
31 C 1.030 0.498 5.691
32 C 5.338 1.565 -3.122
33 H -5.779 -1.641 -4.850
34 S 1.500 -4.887 -1.958
35 C 1.718 -3.196 3.773
36 H 6.314 2.032 -3.052
37 H -2.608 -4.698 -0.920
38 C -4.143 -1.946 -0.530
39 H -0.384 2.183 3.132
40 C 2.117 -3.015 5.117
41 C -1.632 -2.139 -2.503
42 H -4.809 2.026 -0.408
43 H -1.840 -1.151 -2.915
44 H 2.788 3.409 0.668
45 H 3.752 3.255 2.930
46 H -5.218 2.040 -2.741
47 Sb -1.946 -2.111 -0.388
48 H -3.306 3.748 -1.831
49 H -3.124 3.733 0.810
50 H -4.489 -1.572 0.434
51 H 1.341 0.633 6.723
52 C -2.474 3.110 -2.134
53 C 2.841 0.386 -3.281
54 H 5.737 0.648 -5.028
55 C -4.258 1.085 -0.464
56 H 0.819 -2.306 2.061
57 C 1.436 2.756 -1.186
58 C 3.918 1.116 2.894
59 H 2.193 -1.671 6.771
60 C 1.420 -3.442 -1.171
61 H 2.952 -0.859 0.331
62 O 1.128 0.353 -1.142
63 O 2.131 3.673 -1.640
64 C 0.847 -0.917 3.707
65 N 1.341 -2.418 -0.608
66 C -4.641 -1.122 -1.674
67 C 2.138 1.352 -1.050
68 O 0.263 2.827 -0.736
69 H -0.592 -2.402 -2.683
70 H -5.897 0.850 -4.784
71 C 5.015 0.792 -4.232
72 C 3.159 1.150 -2.165
73 H 3.496 -0.405 -5.161
74 C 1.253 -0.749 5.059
75 H -0.964 -4.631 -0.258
76 C 0.441 1.510 4.989
77 H -1.364 3.584 1.091
78 H -2.285 -2.873 -2.976
79 H 2.608 -3.822 5.650
80 H 1.499 -0.549 -1.097
81 C 2.807 1.293 0.330
82 H -4.495 -2.973 -0.644
83 H -1.559 3.690 -2.231

Forces on atoms 1 to 3 (eV/Å):
C 0.002 -0.001 0.002
H 0.006 0.004 -0.001
C -0.007 0.025 -0.002

3.
The following is a quantum chemistry calculation of a structure of composition C37H38CeN8, from the Open Molecules 2025 dataset.

Calculated values
**Calculated total energy**: -63801.066 eV
**Orbital gap (alpha / beta)**: 5.504 / 5.504 eV
**Charge**: +4

Cartesian coordinates (Å):
1 N -0.940 1.901 -1.695
2 C 0.743 -4.644 0.041
3 N -1.594 -0.847 -1.572
4 H -1.009 0.703 3.539
5 C -0.359 5.142 -0.050
6 C 2.776 0.691 2.301
7 C 1.282 -1.720 3.023
8 Ce 0.101 0.207 0.167
9 H -1.843 1.718 -3.605
10 C -4.579 -1.662 1.180
11 H 0.644 6.800 0.887
12 C 1.896 -1.220 -4.331
13 C -2.497 -1.151 2.272
14 H 1.110 1.591 3.315
15 C -1.878 -2.162 -1.515
16 H 1.108 -2.086 4.037
17 C 1.483 -0.184 -5.156
18 H 1.590 -0.253 -6.231
19 C -2.086 -0.148 -2.607
20 H 0.646 1.795 -5.185
21 H 0.713 -5.355 -0.774
22 H -2.962 1.730 -2.266
23 C -1.443 3.140 -1.062
24 C 0.941 0.954 -4.570
25 H 0.683 -2.942 -1.246
26 H -1.034 5.757 -0.631
27 H 6.122 1.161 2.244
28 H 0.791 -6.116 1.616
29 C -0.563 -0.281 3.696
30 N -2.225 -0.165 1.392
31 H 2.362 -1.589 2.920
32 H -2.764 -3.895 -2.398
33 C -3.652 -1.921 2.173
34 H -3.590 -2.604 -4.383
35 N 1.190 0.001 -2.389
36 H 1.976 2.870 1.872
37 H -2.262 -1.369 4.341
38 H 0.022 2.999 -3.249
39 C 5.113 1.003 1.883
40 H -1.721 3.869 -1.829
41 C 3.544 0.684 0.121
42 C -2.805 -0.751 -3.628
43 H -3.198 -0.151 -4.440
44 C -3.194 0.140 0.498
45 C 1.299 3.523 1.343
46 C -4.358 -0.571 0.344
47 C 0.575 5.724 0.793
48 C -0.428 3.763 -0.146
49 H 5.638 0.964 -0.208
50 H 0.999 -4.389 3.396
51 C 0.729 -3.292 -0.222
52 H -2.347 2.916 -0.489
53 H 2.347 -2.114 -4.739
54 C -1.608 -1.356 3.466
55 C 0.900 -4.100 2.357
56 H 4.223 0.987 3.847
57 C -2.575 -2.834 -2.494
58 C 0.263 2.231 -2.509
59 N 0.782 -2.342 0.735
60 C 4.056 0.902 2.780
61 N 0.633 -0.400 2.826
62 C -1.987 1.353 -2.586
63 C 0.799 -5.063 1.364
64 H -1.161 -2.350 3.431
65 N 0.377 2.939 0.553
66 H -5.476 -2.260 1.087
67 H 1.036 2.636 -1.853
68 C -3.036 -2.116 -3.591
69 H 1.990 0.394 4.254
70 H -3.840 -2.696 2.906
71 H -3.024 1.029 -0.097
72 H 2.196 5.283 2.148
73 C 1.610 0.620 3.253
74 H -0.246 -0.341 4.741
75 C 4.846 0.891 0.525
76 H 2.099 -1.854 -2.296
77 H -5.085 -0.272 -0.399
78 C 1.738 -1.080 -2.965
79 C 0.809 1.011 -3.195
80 H -1.575 -2.683 -0.618
81 H 3.298 0.601 -0.931
82 N 2.515 0.579 0.983
83 C 0.918 -2.759 2.006
84 C 1.431 4.887 1.494

Forces on atoms 1 to 3 (eV/Å):
N 0.391 -0.382 0.375
C 0.021 -0.008 -0.027
N 0.470 0.127 0.307

4.
The following is a quantum chemistry calculation of a structure of composition C37H38FN9O3S6SeTi, from the Open Molecules 2025 dataset.

Calculated values
**Calculated total energy**: -214732.146 eV
**Orbital gap (alpha / beta)**: 3.523 / 5.396 eV
**Charge**: 0
**2S+1**: 3
**ΔE to the lowest compared entry with this formula, charge and spin**: 15.7 kcal per mole

Cartesian coordinates (Å):
1 C 1.981 -0.654 0.623
2 H 6.189 -1.396 -3.219
3 H -0.538 2.484 -4.009
4 H -0.035 5.487 1.441
5 C 0.142 -2.130 -1.819
6 S -2.653 -0.428 -0.450
7 H -4.945 -4.050 2.434
8 C -4.803 -1.308 2.278
9 C 1.509 2.343 -3.192
10 C -1.785 2.721 0.347
11 H 3.466 -3.094 -5.006
12 S -4.548 -2.699 -0.754
13 C -1.990 -3.132 -0.426
14 C 4.544 -2.924 -1.846
15 N -4.386 -0.105 2.226
16 H 3.298 -0.910 -4.132
17 H 5.523 -3.379 -2.039
18 H 1.617 5.890 -0.366
19 H 0.687 3.529 -4.868
20 N 4.703 -1.479 -1.782
21 H -0.777 -4.582 3.301
22 C -1.631 -3.959 3.075
23 O -2.314 2.246 1.424
24 C -4.265 -4.403 -0.714
25 S -0.262 -2.903 -0.231
26 N 1.904 1.832 2.831
27 C -3.719 -2.290 2.496
28 C 1.386 1.461 -4.405
29 C -2.891 -4.497 2.886
30 C 3.562 -3.340 -2.929
31 H 2.588 -2.874 -2.779
32 H 3.269 0.707 -2.761
33 H 1.616 -1.046 1.563
34 H 3.496 4.348 -0.726
35 H 3.788 2.334 0.703
36 H -0.514 -2.107 3.116
37 S -3.443 1.483 4.205
38 H -6.051 3.261 2.513
39 C 5.190 -0.977 -3.044
40 H -4.996 3.711 3.789
41 H -0.701 4.872 3.945
42 C 0.779 2.026 3.565
43 O -2.157 3.732 -0.228
44 H 4.199 -3.306 -0.890
45 H -3.053 -5.565 2.951
46 H 5.303 0.105 -3.006
47 C 0.037 0.853 0.475
48 C 1.001 3.715 2.102
49 C 3.588 -0.785 -1.197
50 H 4.989 -3.288 -4.433
51 C -0.040 2.424 -1.333
52 C 1.735 5.036 0.287
53 H -6.411 -2.478 1.496
54 H 0.928 0.493 -4.245
55 H 1.176 -1.784 -1.743
56 C -2.903 -2.132 -0.502
57 C -0.941 3.842 3.679
58 C 2.893 0.278 -1.848
59 C -6.238 -1.714 2.253
60 N 4.094 -2.835 -4.250
61 C -4.794 1.816 3.138
62 C 2.980 3.034 0.879
63 C 0.501 2.664 -4.248
64 C 3.119 -1.167 0.049
65 F 3.798 -2.131 0.728
66 Ti -2.293 0.382 2.199
67 N -5.473 2.983 3.291
68 C -3.954 -3.652 2.602
69 Se 0.131 0.852 4.812
70 N 1.042 1.834 -1.940
71 N 0.248 3.202 3.152
72 H -0.503 -1.263 -1.963
73 S -5.467 -5.529 -0.676
74 N -5.237 0.972 2.243
75 C 4.292 -1.341 -4.232
76 C -1.477 -2.586 2.972
77 H 2.398 0.957 2.858
78 C 1.748 0.827 -1.293
79 C 2.799 4.155 0.079
80 H 2.177 1.496 -5.145
81 C -0.574 1.975 -0.178
82 H -1.260 3.293 4.559
83 H 2.389 2.978 -3.124
84 H 0.024 -2.841 -2.637
85 C 1.234 0.346 -0.060
86 H -6.853 -0.845 2.041
87 C 0.813 4.830 1.304
88 H 4.730 -1.052 -5.187
89 C 2.060 2.835 1.893
90 S -2.591 -4.771 -0.541
91 O -0.416 0.328 1.580
92 N -2.489 -1.771 2.700
93 H 3.449 -4.420 -3.009
94 H -6.529 -2.127 3.223
95 H -1.738 3.808 2.937
96 H -0.476 3.275 -1.834

Forces on atoms 1 to 3 (eV/Å):
C -0.004 0.011 0.069
H -0.006 0.006 0.009
H 0.000 0.004 -0.013